{"formula": "C66H132In2N6O18", "method": "ωB97M-V/def2-TZVPD", "lumo_energy_ev": -4.977, "homo_lumo_gap_ev": 2.70, "total_charge": 0, "elements": ["In", "In", "C", "C", "O", "O", "H", "H", "H", "C", "C", "O", "O", "H", "H", "H", "C", "C", "O", "O", "H", "H", "H", "C", "C", "O", "O", "H", "H", "H", "C", "C", "O", "O", "H", "H", "H", "C", "C", "O", "O", "H", "H", "H", "C", "C", "C", "C", "C", "C", "N", "O", "C", "C", "C", "H", "H", "H", "H", "H", "H", "H", "H", "H", "H", "H", "H", "H", "H", "H", "H", "H", "H", "H", "C", "C", "C", "C", "C", "C", "N", "O", "C", "C", "C", "H", "H", "H", "H", "H", "H", "H", "H", "H", "H", "H", "H", "H", "H", "H", "H", "H", "H", "H", "C", "C", "C", "C", "C", "C", "N", "O", "C", "C", "C", "H", "H", "H", "H", "H", "H", "H", "H", "H", "H", "H", "H", "H", "H", "H", "H", "H", "H", "H", "C", "C", "C", "C", "C", "C", "N", "O", "C", "C", "C", "H", "H", "H", "H", "H", "H", "H", "H", "H", "H", "H", "H", "H", "H", "H", "H", "H", "H", "H", "C", "C", "C", "C", "C", "C", "N", "O", "C", "C", "C", "H", "H", "H", "H", "H", "H", "H", "H", "H", "H", "H", "H", "H", "H", "H", "H", "H", "H", "H", "C", "C", "C", "C", "C", "C", "N", "O", "C", "C", "C", "H", "H", "H", "H", "H", "H", "H", "H", "H", "H", "H", "H", "H", "H", "H", "H", "H", "H", "H"], "positions_angstrom": [[-3.9367, 0.2232, -1.5290], [-2.3511, 4.6088, 0.6353], [-6.2027, -4.1759, -2.0524], [-5.3247, -2.9724, -2.1220], [-5.8164, -1.9589, -2.6496], [-4.2789, -2.8129, -1.4513], [-5.8442, -5.1413, -2.4096], [-7.0149, -4.0069, -2.7594], [-6.4350, -4.2142, -0.9881], [-6.9208, 4.4923, -1.5361], [-5.9122, 3.4396, -1.2534], [-5.0635, 3.6271, -0.3457], [-6.0137, 2.4284, -1.9548], [-7.4067, 4.1605, -2.4536], [-6.4703, 5.4657, -1.7303], [-7.6368, 4.5534, -0.7165], [2.5110, 5.7766, 0.5403], [1.0194, 5.4869, 0.7814], [0.1433, 6.4195, 0.6816], [0.6924, 4.3023, 0.9598], [3.0346, 5.6749, 1.4909], [2.9043, 6.7469, 0.2372], [2.9425, 5.0950, -0.1928], [0.6962, 0.9362, 0.4985], [-0.7378, 0.7876, 0.0927], [-1.1346, -0.1891, -0.5673], [-1.5898, 1.7107, 0.2030], [0.8434, 0.8956, 1.5777], [1.2193, 1.7714, 0.0327], [1.2059, 0.0269, 0.1799], [-5.2963, 4.1120, 4.6197], [-4.0634, 3.9283, 3.6822], [-3.1392, 4.7785, 3.4980], [-4.0260, 2.9493, 2.8384], [-6.0786, 3.3695, 4.4624], [-5.6877, 5.0680, 4.2721], [-4.8543, 4.2378, 5.6080], [-2.4874, 4.0057, -4.5190], [-2.4925, 4.0391, -3.0159], [-2.2432, 5.0404, -2.3087], [-2.5931, 2.9262, -2.4065], [-3.5167, 3.9591, -4.8746], [-2.0041, 3.1028, -4.8922], [-1.9740, 4.8336, -5.0079], [3.9032, 0.2214, -3.5080], [3.7595, 1.6503, -4.0189], [4.9325, 2.0745, -4.9438], [4.6140, 3.0845, -6.0499], [3.4525, 2.5691, -6.8512], [2.1438, 2.4586, -5.9246], [2.4129, 1.6444, -4.7087], [1.3429, 1.4047, -3.8760], [1.4141, 3.7874, -5.5715], [1.3079, 1.5784, -6.8091], [3.6342, 2.6697, -2.8471], [3.7758, -0.6109, -4.2002], [3.3391, -0.0616, -2.6194], [4.9327, 0.0655, -3.1856], [5.8427, 2.3461, -4.4092], [5.1724, 1.1875, -5.5302], [5.4656, 3.2351, -6.7134], [4.3411, 4.0587, -5.6443], [3.6854, 1.7204, -7.4942], [3.2544, 3.3138, -7.6221], [1.8858, 4.3573, -4.7710], [1.3467, 4.3087, -6.5264], [0.4148, 3.7055, -5.1440], [0.2781, 1.4272, -6.4852], [1.4001, 1.7410, -7.8830], [1.6413, 0.5437, -6.7284], [2.6951, 2.5153, -2.3159], [3.7494, 3.6887, -3.2164], [4.4137, 2.4763, -2.1102], [1.2259, 2.1828, -3.3260], [3.4447, -1.1134, 6.0244], [3.8885, -1.4316, 4.6272], [2.6615, -1.8257, 3.7296], [2.9554, -1.5997, 2.1901], [3.4255, -0.0705, 2.0610], [4.7423, 0.2107, 2.7114], [4.6373, -0.2028, 4.1951], [5.8670, 0.0029, 4.8624], [5.9045, -0.4935, 2.0642], [4.9845, 1.8110, 2.5247], [4.7446, -2.7407, 4.7903], [2.6716, -1.8147, 6.3384], [3.0055, -0.1174, 6.0815], [4.2377, -1.0683, 6.7709], [2.5225, -2.9065, 3.7554], [1.8039, -1.1847, 3.9342], [2.2057, -2.0677, 1.5521], [3.8250, -2.2542, 2.1328], [2.5671, 0.4838, 2.4403], [3.5410, 0.1682, 1.0037], [6.8371, 0.0185, 2.3013], [5.9434, -1.5298, 2.3997], [5.7581, -0.4599, 0.9845], [5.5601, 2.0886, 1.6417], [4.0357, 2.3433, 2.5924], [5.6793, 2.2226, 3.2568], [4.4173, -3.6468, 5.3001], [5.7092, -2.5634, 5.2659], [5.0833, -3.0699, 3.8080], [5.8633, 0.9290, 5.1152], [6.4781, -7.2802, -0.5390], [5.1260, -6.5206, -0.9265], [4.5070, -6.0320, 0.4766], [3.6729, -4.7827, 0.6154], [4.2013, -3.7503, -0.4490], [4.4220, -4.2643, -1.8900], [5.4156, -5.3398, -1.6700], [6.1948, -5.6552, -2.7760], [3.0676, -4.7743, -2.4817], [4.9181, -3.0432, -2.6574], [4.0990, -7.5467, -1.4682], [6.3905, -7.9462, 0.3195], [7.2173, -6.6167, -0.0902], [6.8667, -7.7657, -1.4342], [4.0412, -6.8363, 1.0459], [5.3795, -5.7810, 1.0798], [3.7550, -4.3132, 1.5956], [2.6315, -5.0260, 0.4044], [5.1586, -3.3659, -0.0970], [3.5923, -2.8472, -0.4891], [2.6690, -3.8518, -2.9037], [3.2240, -5.4272, -3.3404], [2.3612, -5.1267, -1.7301], [4.9549, -3.2471, -3.7276], [4.1698, -2.2541, -2.5841], [5.9071, -2.7560, -2.3003], [3.1247, -7.1258, -1.7166], [4.1683, -8.3872, -0.7777], [4.5016, -7.9056, -2.4155], [7.0665, -5.7927, -2.3979], [-2.7289, 0.4331, -7.0811], [-3.5444, -0.2580, -5.9410], [-4.1902, -1.5834, -6.4975], [-3.3202, -2.8181, -6.5673], [-2.6689, -3.0467, -5.1945], [-1.7958, -1.8096, -4.7610], [-2.6087, -0.5794, -4.8321], [-1.9953, 0.4988, -4.0880], [-1.2262, -2.1750, -3.3938], [-0.4714, -1.7243, -5.6665], [-4.6136, 0.6787, -5.3631], [-3.3397, 1.0219, -7.7655], [-2.0054, -0.1139, -7.6857], [-1.9644, 1.1533, -6.7897], [-5.1362, -1.7830, -5.9943], [-4.4242, -1.4895, -7.5579], [-2.5944, -2.9961, -7.3608], [-4.0917, -3.5818, -6.6651], [-1.9523, -3.8607, -5.3034], [-3.3395, -3.2081, -4.3506], [-0.5113, -2.9974, -3.3661], [-0.8358, -1.2852, -2.9000], [-1.9953, -2.6083, -2.7545], [-0.6770, -1.4706, -6.7064], [0.1579, -0.9336, -5.2581], [0.0426, -2.6852, -5.6903], [-5.2654, 0.1961, -4.6349], [-5.2882, 1.0948, -6.1113], [-4.1082, 1.4928, -4.8435], [-1.2593, 0.7586, -4.6469], [-4.4773, -0.8076, 4.1035], [-4.3908, -1.4796, 2.7754], [-4.7019, -2.9688, 2.8954], [-6.1408, -3.2109, 3.2405], [-7.0611, -2.5717, 2.0784], [-6.7510, -1.0571, 1.8016], [-5.3054, -0.9071, 1.7235], [-4.8601, 0.3922, 1.3420], [-7.4374, -0.6647, 0.4042], [-7.3936, -0.2027, 2.9401], [-2.9396, -1.4122, 2.2614], [-5.3038, -1.1193, 4.7422], [-4.4060, 0.2738, 3.9864], [-3.6226, -1.0796, 4.7228], [-4.4047, -3.3734, 1.9278], [-4.1469, -3.4981, 3.6699], [-6.4105, -2.8824, 4.2442], [-6.2289, -4.2968, 3.2728], [-8.1308, -2.6811, 2.2572], [-6.8879, -3.1436, 1.1668], [-7.1686, 0.3723, 0.2033], [-7.0379, -1.2762, -0.4050], [-8.5178, -0.7191, 0.5381], [-6.9918, -0.2434, 3.9525], [-7.1364, 0.8377, 2.7415], [-8.4326, -0.4993, 3.0842], [-2.1912, -1.8457, 2.9248], [-2.4862, -0.4454, 2.0424], [-2.8292, -2.0674, 1.3974], [-5.0952, 0.9509, 2.0864], [1.6552, 2.1837, 4.5363], [0.3010, 2.0680, 5.3058], [0.4899, 1.0535, 6.4809], [1.4356, 1.5682, 7.5491], [0.8969, 2.8643, 8.1032], [0.5541, 3.9747, 7.0765], [-0.1458, 3.3130, 5.9821], [-0.4731, 4.1654, 4.9760], [-0.4613, 4.8970, 7.7305], [1.8625, 4.6585, 6.5225], [-0.8698, 1.3762, 4.4268], [1.4919, 2.4270, 3.4864], [1.9872, 1.1544, 4.4010], [2.5166, 2.6248, 5.0377], [-0.4190, 1.0425, 7.0824], [0.6206, 0.0405, 6.1004], [2.4947, 1.5316, 7.2938], [1.4053, 0.7684, 8.2890], [1.6685, 3.1545, 8.8162], [0.0647, 2.7031, 8.7885], [0.0469, 5.4903, 8.4906], [-0.9090, 5.7107, 7.1600], [-1.3226, 4.3660, 8.1359], [1.5924, 5.1631, 5.5949], [2.1059, 5.4983, 7.1733], [2.8031, 4.1387, 6.3404], [-1.8558, 1.5500, 4.8578], [-0.6475, 0.3204, 4.2714], [-1.0688, 1.8140, 3.4487], [-1.4284, 4.0777, 4.9395]]}